Record 1
Computed, not measured: a structure of composition C39H56IN6O3PPdS2, with ωB97M-V/def2-TZVPD.

Computed properties:
HOMO energy = -1.11 eV
charge = -2

Geometry (Å):
Pd 0.73 0.85 -0.62
O 1.75 2.34 1.96
S 0.91 1.09 1.97
C 1.12 0.52 3.79
C 1.15 1.65 4.77
C 2.22 2.55 4.80
C 2.23 3.62 5.67
C 1.17 3.83 6.54
C 0.11 2.93 6.55
C 0.10 1.86 5.67
C -0.82 1.72 2.12
C -1.86 0.95 2.90
C -2.77 1.66 3.69
C -3.75 1.01 4.42
C -3.83 -0.38 4.39
C -2.94 -1.09 3.60
C -1.98 -0.44 2.84
H 2.09 0.02 3.72
H 0.35 -0.21 4.00
H 3.04 2.40 4.11
H 3.06 4.32 5.65
H 1.17 4.68 7.22
H -0.72 3.07 7.24
H -0.72 1.16 5.69
H -1.11 1.79 1.07
H -0.68 2.73 2.51
H -2.68 2.74 3.74
H -4.44 1.58 5.03
H -4.59 -0.90 4.97
H -3.00 -2.17 3.55
H -1.33 -0.98 2.15
I 9.98 -0.65 0.49
C 7.98 -0.62 -0.18
C 6.96 -0.57 0.76
C 5.65 -0.56 0.30
C 5.35 -0.61 -1.05
C 6.40 -0.66 -1.97
C 7.73 -0.66 -1.54
C 3.90 -0.59 -1.53
O 3.71 -0.86 -2.74
O 3.07 -0.28 -0.65
H 7.18 -0.54 1.82
H 4.82 -0.49 1.00
H 6.15 -0.70 -3.02
H 8.54 -0.68 -2.26
N -0.71 -0.84 -0.08
P -1.60 -1.34 -1.21
N -2.90 -0.38 -1.78
C -3.65 0.28 -0.69
C -3.40 1.78 -0.66
C -3.93 2.44 -1.95
C -3.79 1.46 -3.13
C -2.63 0.50 -2.93
N -2.47 -2.78 -0.81
C -3.91 -2.99 -0.89
C -4.53 -3.15 0.49
C -3.95 -4.39 1.20
C -2.62 -4.82 0.56
C -1.77 -3.62 0.18
N -0.86 -1.78 -2.67
C 0.56 -1.53 -2.87
C 0.82 -0.99 -4.27
C 0.29 -1.99 -5.30
C -1.19 -2.30 -5.05
C -1.42 -2.73 -3.60
H -3.35 -0.16 0.26
H -4.73 0.09 -0.81
H -2.32 1.93 -0.60
H -3.84 2.24 0.23
H -3.36 3.35 -2.15
H -4.97 2.73 -1.83
H -3.66 2.00 -4.07
H -4.71 0.86 -3.23
H -1.70 1.08 -2.80
H -2.50 -0.11 -3.82
H -4.14 -3.89 -1.48
H -4.34 -2.16 -1.43
H -5.62 -3.21 0.41
H -4.30 -2.24 1.06
H -4.66 -5.22 1.15
H -3.79 -4.18 2.26
H -2.81 -5.43 -0.33
H -2.06 -5.45 1.26
H -0.81 -3.95 -0.22
H -1.53 -3.03 1.08
H 1.14 -2.46 -2.74
H 0.88 -0.85 -2.09
H 1.89 -0.83 -4.40
H 0.30 -0.03 -4.38
H 0.87 -2.92 -5.22
H 0.43 -1.62 -6.32
H -1.54 -3.09 -5.72
H -1.78 -1.41 -5.26
H -0.95 -3.72 -3.46
H -2.49 -2.85 -3.40
C 3.72 2.51 -3.05
N 2.42 2.02 -2.64
C 1.73 2.52 -1.50
S 0.01 2.89 -1.59
N 2.51 3.39 -0.69
C 3.74 2.88 -0.08
H 3.84 2.35 -4.12
H 4.57 2.04 -2.55
H 3.76 3.59 -2.86
H 2.31 1.03 -2.78
H 1.90 3.76 0.02
H 4.63 3.28 -0.59
H 3.78 1.80 -0.10
H 3.77 3.20 0.96

***

Record 2
Computed, not measured: a cluster of 12 separate species, C42H117N9O12 in total in a non-equilibrium geometry, with ωB97M-V/def2-TZVPD.

Computed properties:
HOMO energy (spin up / spin down) = -9.73 / -9.73 eV
multiplicity = 2
charge = +1

Geometry (Å):
C -0.92 1.15 -1.27
C 0.00 1.78 -0.24
C 0.71 0.67 0.54
O -0.21 -0.12 1.26
C 0.29 -1.21 1.99
N 0.98 2.58 -0.94
H -0.39 0.37 -1.82
H -1.37 1.92 -1.91
H -1.71 0.67 -0.70
H -0.67 2.41 0.35
H 1.37 1.16 1.26
H 1.37 0.09 -0.10
H 1.16 -0.87 2.55
H 0.73 -2.02 1.41
H -0.39 -1.56 2.77
H 1.55 3.26 -0.46
H 0.45 3.19 -1.56
C -1.58 -0.86 -4.37
C -2.26 -1.46 -5.60
C -1.41 -2.57 -6.20
O -2.03 -3.27 -7.29
C -1.19 -4.36 -7.70
N -3.47 -2.05 -5.13
H -0.63 -0.36 -4.55
H -1.37 -1.65 -3.64
H -2.22 -0.15 -3.84
H -2.48 -0.71 -6.36
H -1.10 -3.26 -5.42
H -0.52 -2.06 -6.58
H -1.63 -4.97 -8.49
H -1.18 -5.02 -6.84
H -0.14 -4.17 -7.91
H -3.15 -2.78 -4.51
H -3.90 -2.49 -5.93
C 4.24 -1.83 0.96
C 5.69 -1.59 0.53
C 6.51 -2.93 0.16
O 6.51 -3.69 1.34
C 7.19 -4.93 1.29
N 5.51 -0.73 -0.59
H 3.70 -0.92 1.22
H 4.29 -2.46 1.85
H 3.68 -2.45 0.25
H 6.24 -1.11 1.33
H 7.51 -2.66 -0.17
H 5.96 -3.48 -0.60
H 8.24 -4.71 1.07
H 6.75 -5.68 0.63
H 7.31 -5.46 2.24
H 4.95 0.08 -0.33
H 4.99 -1.28 -1.26
C -6.66 3.20 -4.62
C -5.32 3.55 -4.03
C -5.25 3.53 -2.51
O -3.88 3.68 -2.16
C -3.61 3.46 -0.80
N -4.30 2.68 -4.57
H -6.91 2.16 -4.41
H -6.70 3.32 -5.70
H -7.47 3.81 -4.23
H -5.02 4.55 -4.34
H -5.60 2.55 -2.21
H -5.78 4.33 -1.99
H -4.00 2.50 -0.46
H -4.06 4.21 -0.14
H -2.53 3.47 -0.63
H -4.64 1.74 -4.41
H -3.51 2.73 -3.95
C 5.73 2.24 1.04
C 4.21 2.45 0.80
C 3.81 3.90 0.80
O 2.39 4.16 0.71
C 1.78 4.25 1.97
N 3.90 1.89 -0.45
H 5.84 1.17 1.22
H 6.13 2.74 1.91
H 6.33 2.51 0.17
H 3.72 1.89 1.59
H 4.23 4.44 -0.05
H 4.28 4.33 1.69
H 2.34 4.83 2.70
H 1.56 3.27 2.41
H 0.83 4.75 1.83
H 4.30 2.41 -1.22
H 2.90 1.86 -0.62
C 0.18 3.02 -4.35
C -0.16 4.47 -3.91
C -0.92 5.28 -5.02
O -0.80 6.65 -4.70
C -1.18 7.45 -5.78
N -0.74 4.39 -2.61
H 0.80 2.91 -5.24
H -0.67 2.38 -4.62
H 0.70 2.63 -3.48
H 0.77 5.03 -3.84
H -1.93 4.95 -5.24
H -0.34 5.12 -5.93
H -1.11 8.51 -5.51
H -2.19 7.20 -6.11
H -0.58 7.28 -6.67
H -1.55 3.83 -2.84
H -1.24 5.25 -2.45
C -6.20 -1.94 -2.91
C -5.56 -0.53 -2.73
C -4.36 -0.62 -1.70
O -4.67 -1.09 -0.38
C -3.67 -0.82 0.61
N -5.11 0.01 -4.03
H -5.52 -2.74 -3.21
H -6.94 -1.87 -3.71
H -6.71 -2.28 -2.01
H -6.23 0.18 -2.25
H -3.92 0.38 -1.62
H -3.58 -1.24 -2.14
H -3.61 0.27 0.72
H -2.69 -1.21 0.36
H -4.01 -1.20 1.57
H -4.50 -0.68 -4.44
H -5.87 -0.06 -4.69
C -1.54 -4.57 2.86
C -1.89 -4.97 4.30
C -2.57 -6.31 4.40
O -3.72 -6.27 3.49
C -4.43 -7.49 3.74
N -0.73 -4.75 5.15
H -1.35 -3.50 2.79
H -2.34 -4.84 2.18
H -0.63 -5.09 2.55
H -2.65 -4.28 4.66
H -2.90 -6.44 5.43
H -1.88 -7.12 4.20
H -4.81 -7.59 4.75
H -3.94 -8.42 3.46
H -5.25 -7.47 3.02
H -0.14 -5.57 5.18
H -1.02 -4.66 6.11
C 3.91 -0.35 7.79
C 4.94 -0.69 6.72
C 4.42 -0.46 5.27
O 3.80 0.87 5.10
C 2.77 0.78 4.10
N 6.15 0.05 7.01
H 2.98 -0.90 7.68
H 3.59 0.69 7.64
H 4.29 -0.44 8.80
H 5.23 -1.74 6.75
H 3.67 -1.23 5.05
H 5.19 -0.58 4.51
H 2.41 1.79 3.91
H 1.90 0.22 4.45
H 3.21 0.35 3.20
H 6.34 -0.10 7.99
H 5.93 1.03 7.03
C -2.00 2.95 3.15
C -1.21 2.71 4.43
O -0.69 3.93 4.77
H -2.38 2.05 2.66
H -1.39 3.52 2.45
H -2.83 3.62 3.37
H -0.42 1.96 4.42
H -2.01 2.41 5.10
H -0.31 3.74 5.63
C -0.85 -1.39 5.87
C 0.52 -2.03 5.99
O 0.99 -2.61 4.76
H -1.47 -2.17 5.44
H -0.76 -0.67 5.06
H -1.22 -0.97 6.81
H 0.62 -2.82 6.74
H 1.30 -1.28 6.04
H 0.56 -3.46 4.67
C 2.36 -1.07 -2.38
C 3.40 -1.71 -3.29
O 4.16 -2.66 -2.56
H 2.86 -0.45 -1.64
H 1.69 -1.76 -1.87
H 1.74 -0.45 -3.04
H 4.00 -0.91 -3.72
H 2.89 -2.16 -4.14
H 4.67 -3.21 -3.16

***

It is found that the energy relative to the best compared isomer or geometry (same formula, charge and spin) values, taken in the order of the records, are 0.985, 0.000 eV.
It is found that the M values, taken in the order of the records, are 985.35, 940.45 g/mol.